(1)
C5H9N2S | ωB97M-V/def2-TZVPD

```
17
Properties=species:S:1:pos:R:3:nbo_charge:R:1
C 1.14 -1.43 -0.27 -0.0118
C 0.22 0.25 -2.12 0.1183
C 1.61 -2.64 1.82 -0.1027
C -0.49 1.23 -1.41 -0.2594
C -1.60 0.40 -0.69 -0.6297
N 1.33 -1.96 0.79 -0.2669
N 0.35 1.97 -0.53 -0.8004
S 0.86 -0.49 -3.35 0.5035
H 1.27 -2.13 -1.08 0.1794
H 0.81 -2.89 2.44 0.2165
H 2.60 -2.74 2.06 0.2157
H -0.85 2.03 -2.29 0.2893
H -1.14 -0.40 -0.09 0.2478
H -2.18 -0.29 -1.37 0.2484
H -2.42 1.04 -0.19 0.2674
H -0.08 2.22 0.32 0.3945
H 0.81 2.76 -0.92 0.3902
```

Output
Spin multiplicity   1
ΔE to the lowest compared entry with this formula, charge and spin   131.4 kcal/mol
Frontier orbital gap (alpha / beta)   6.97 / 6.97 eV
Charge   +1
LUMO energy (alpha / beta)   -5.481 / -5.481 eV


(2)
C5H9N2S2 | ωB97M-V/def2-TZVPD

```
18
Properties=species:S:1:pos:R:3:nbo_charge:R:1
C 0.56 -1.15 -0.08 0.1657
C 2.62 0.30 -0.02 -0.1618
C -0.47 -2.20 -0.06 -0.6900
C -1.51 1.33 0.74 -0.6203
C -0.96 0.74 -0.55 -0.2325
N 1.43 0.90 -0.29 -0.4053
N 0.32 0.12 -0.33 -0.1142
S 4.06 1.00 0.08 0.0974
S 2.22 -1.47 0.22 0.5170
H -0.90 -2.34 -1.05 0.2722
H -1.28 -1.96 0.63 0.2660
H -0.02 -3.15 0.25 0.2710
H -1.66 0.56 1.49 0.2235
H -0.85 2.09 1.15 0.2263
H -2.48 1.80 0.54 0.2527
H -0.83 1.53 -1.30 0.2379
H -1.65 0.00 -0.96 0.2422
H 1.38 1.89 -0.48 0.4521
```

Output
Spin multiplicity   1
ΔE to the lowest compared entry with this formula, charge and spin   31.4 kcal/mol
Frontier orbital gap   8.64 eV
Charge   +1
LUMO energy   -4.252 eV


(3)
C5H9N3 | ωB97M-V/def2-TZVPD

```
17
Properties=species:S:1:pos:R:3:nbo_charge:R:1
N -2.42 -0.56 -0.29 -0.7932
C -1.20 -0.09 0.34 -0.0260
C -0.80 1.38 0.03 -0.3975
C 0.64 0.87 0.25 -0.0840
N 1.95 0.99 -0.35 -0.4274
C 2.40 -0.23 -0.17 0.2417
N 1.48 -1.30 0.11 -0.6507
C 0.21 -0.49 -0.14 -0.1085
H -2.51 -1.56 -0.08 0.3501
H -2.15 -0.58 -1.27 0.3414
H -1.29 -0.32 1.39 0.1942
H -1.21 2.22 0.52 0.2241
H -0.97 1.50 -1.06 0.1976
H 0.81 1.00 1.32 0.1806
H 3.41 -0.56 -0.36 0.1895
H 1.49 -1.82 1.02 0.3971
H 0.17 -0.44 -1.24 0.1708
```

Output
Spin multiplicity   1
ΔE to the lowest compared entry with this formula, charge and spin   74.4 kcal/mol
Structure (SMILES)   N[C@@H]1C[C@@H]2N=CN[C@@H]12
Frontier orbital gap   9.93 eV
Charge   0
LUMO energy   0.925 eV


(4)
C5H9N3 | ωB97M-V/def2-TZVPD

```
17
Properties=species:S:1:pos:R:3:nbo_charge:R:1
C 0.36 1.63 -0.33 -0.6016
C -0.71 0.63 0.33 -0.1107
N -2.08 0.62 -0.10 -0.5067
N -2.53 -0.83 0.00 -0.2179
C -1.45 -1.45 -0.18 0.0517
C -0.16 -0.78 -0.01 -0.2015
C 1.02 -1.24 -0.09 0.0372
N 2.32 -0.52 0.21 -0.8906
H 1.43 1.68 0.41 0.1735
H 0.60 0.85 -1.31 0.2384
H 0.02 2.77 -0.61 0.2416
H -0.87 0.72 1.43 0.1904
H -2.80 1.22 0.45 0.3773
H -1.55 -2.68 0.12 0.1954
H 1.03 -2.39 -0.47 0.2155
H 3.16 -0.72 -0.55 0.4118
H 2.20 0.48 0.70 0.3961
```

Output
Spin multiplicity   1
ΔE to the lowest compared entry with this formula, charge and spin   142.7 kcal/mol
Structure (SMILES)   C[C@H]1NN=C/C1=C/N
Frontier orbital gap   8.70 eV
Charge   0
LUMO energy   0.596 eV


(5)
C5H9N3 | ωB97M-V/def2-TZVPD

```
17
Properties=species:S:1:pos:R:3:nbo_charge:R:1
C 0.26 -2.49 -0.03 -0.4155
N 0.67 -1.44 0.89 -0.6032
C 0.36 0.09 -0.07 0.0158
C 1.36 0.93 -0.58 -0.3364
C 0.79 2.17 -0.70 -0.0910
N -0.49 2.10 -0.22 -0.5169
C -0.75 0.84 0.23 0.2634
N -1.94 0.52 0.87 -0.8160
H 0.75 -2.45 -1.01 0.1718
H 0.48 -3.47 0.40 0.1869
H -0.82 -2.43 -0.18 0.1807
H 1.68 -1.41 0.94 0.3463
H 2.36 0.66 -0.87 0.2253
H 1.19 3.10 -1.05 0.2094
H -1.12 2.88 -0.11 0.4091
H -1.99 -0.47 1.06 0.3954
H -2.78 0.88 0.43 0.3750
```

Output
Spin multiplicity   1
ΔE to the lowest compared entry with this formula, charge and spin   52.0 kcal/mol
Structure (SMILES)   CNc1cc[nH]c1N
Frontier orbital gap   8.32 eV
Charge   0
LUMO energy   0.941 eV


(6)
C5H9N3 | ωB97M-V/def2-TZVPD

```
17
Properties=species:S:1:pos:R:3:nbo_charge:R:1
H 3.61 0.21 0.57 0.3859
N 2.73 -0.06 0.26 -0.7823
C 1.65 0.68 -0.12 0.3088
N 0.36 0.22 -0.36 -0.3027
N 0.31 -1.21 -0.44 -0.4590
C -0.82 -1.52 0.43 -0.2394
C -1.97 -0.47 -0.15 -0.4185
C -0.91 0.61 -0.15 0.1853
C -1.34 1.87 0.16 -0.4958
H 1.49 1.86 -0.38 0.1655
H 1.14 -1.52 0.01 0.3875
H -0.49 -0.95 1.40 0.1751
H -1.12 -2.66 0.49 0.2294
H -2.67 -0.29 0.68 0.2255
H -2.33 -0.75 -1.06 0.2208
H -0.64 2.67 0.41 0.2039
H -2.43 1.71 0.69 0.2099
```

Output
Spin multiplicity   1
ΔE to the lowest compared entry with this formula, charge and spin   118.0 kcal/mol
Structure (SMILES)   [H]/N=C/N1NCCC1=C
Frontier orbital gap   8.72 eV
Charge   0
LUMO energy   0.780 eV


(7)
C5H9N3 | ωB97M-V/def2-TZVPD

```
17
Properties=species:S:1:pos:R:3:nbo_charge:R:1
C -1.86 -1.47 0.11 -0.6526
C -0.57 -0.80 -0.21 0.0713
C 0.68 -1.28 -0.41 -0.3643
C 1.32 0.08 -0.50 0.4084
N 2.24 0.52 0.43 -0.8116
N 0.78 0.86 -1.49 -0.5681
C -0.39 0.65 -0.47 0.0294
N -0.56 1.68 0.47 -0.8708
H -1.72 -2.54 0.30 0.2181
H -2.57 -1.34 -0.71 0.2294
H -2.31 -1.02 1.00 0.2202
H 1.07 -2.25 -0.69 0.2128
H 2.36 -0.11 1.21 0.3958
H 2.28 1.53 0.56 0.3921
H 1.07 1.83 -1.43 0.3649
H -0.43 1.42 1.45 0.3495
H -1.40 2.23 0.37 0.3754
```

Output
Spin multiplicity   1
ΔE to the lowest compared entry with this formula, charge and spin   91.2 kcal/mol
Structure (SMILES)   CC1=C[C@@]2(N)N[C@@]12N
Frontier orbital gap   7.49 eV
Charge   0
LUMO energy   1.002 eV


(8)
C5H9N3 | ωB97M-V/def2-TZVPD

```
17
Properties=species:S:1:pos:R:3:nbo_charge:R:1
C 2.81 0.14 0.01 -0.3748
C 1.56 0.19 -0.45 -0.2260
C 0.46 -0.61 0.18 -0.0971
C 0.52 -1.93 0.33 -0.3129
C -0.76 0.19 0.05 0.3092
N -0.73 1.49 0.56 -0.8315
N -1.81 -0.43 -0.35 -0.2987
N -3.07 0.09 -0.16 -0.6448
H 3.06 -0.47 0.86 0.1953
H 3.61 0.69 -0.44 0.1955
H 1.34 0.81 -1.31 0.2100
H -0.35 -2.47 0.65 0.2161
H 1.45 -2.46 0.18 0.2005
H 0.18 1.91 0.64 0.3948
H -1.43 2.14 0.23 0.3741
H -3.71 -0.39 -0.78 0.3670
H -3.14 1.10 -0.21 0.3233
```

Output
Spin multiplicity   1
ΔE to the lowest compared entry with this formula, charge and spin   60.2 kcal/mol
Structure (SMILES)   C=CC(=C)/C(N)=N/N
Frontier orbital gap   8.73 eV
Charge   0
LUMO energy   0.835 eV


(9)
C5H9N3 | ωB97M-V/def2-TZVPD

```
17
Properties=species:S:1:pos:R:3:nbo_charge:R:1
C -2.24 -1.00 0.01 -0.4047
N -1.07 -0.22 -0.40 -0.2656
N -1.42 1.07 -0.58 -0.2348
C -0.44 1.82 -0.22 0.0102
C 0.76 1.17 0.45 -0.3263
C 1.28 -0.05 -0.47 -0.0242
N 2.69 -0.43 -0.39 -0.8195
C 0.13 -0.24 0.43 -0.1215
H -3.14 -0.66 -0.43 0.2278
H -2.16 -2.13 -0.24 0.1966
H -2.26 -0.91 1.16 0.1744
H -0.54 2.95 -0.11 0.2047
H 1.43 1.57 1.24 0.2498
H 0.88 -0.14 -1.58 0.2147
H 3.01 -1.32 -0.76 0.3728
H 2.85 -0.59 0.69 0.3374
H 0.21 -0.90 1.22 0.2082
```

Output
Spin multiplicity   1
ΔE to the lowest compared entry with this formula, charge and spin   91.4 kcal/mol
Structure (SMILES)   CN1N=C[C@@H]2[C@@H](N)[C@@H]21
Frontier orbital gap   8.89 eV
Charge   0
LUMO energy   1.019 eV


(10)
C5H9N3 | ωB97M-V/def2-TZVPD

```
17
Properties=species:S:1:pos:R:3:nbo_charge:R:1
C -1.99 -0.51 -0.09 0.2440
C 0.32 -0.95 0.43 -0.2673
C 1.20 -0.72 -0.65 -0.1526
C 1.34 0.64 0.13 -0.0490
C 0.01 1.40 0.03 -0.2274
H -2.71 1.22 -0.04 0.2889
H -2.26 -1.59 -0.25 0.1998
H 0.71 -1.13 1.54 0.2008
H -0.25 -1.87 0.23 0.1914
H 0.72 -0.85 -1.72 0.2279
H 3.13 -0.26 0.27 0.3523
H 1.64 0.32 1.13 0.1969
H -0.20 2.20 0.65 0.2174
H -0.29 1.85 -0.94 0.2226
N -3.07 0.20 -0.45 -0.6763
N -0.73 -0.03 0.28 -0.4556
N 2.44 0.10 -0.56 -0.5139
```

Output
Spin multiplicity   1
ΔE to the lowest compared entry with this formula, charge and spin   185.8 kcal/mol
Frontier orbital gap   8.96 eV
Charge   0
LUMO energy   0.469 eV


(11)
C5H9N3O | ωB97M-V/def2-TZVPD

```
18
Properties=species:S:1:pos:R:3:nbo_charge:R:1
C -0.15 2.31 1.15 -0.0780
N -1.00 1.41 1.41 -0.3822
C -1.20 0.31 0.56 -0.2320
C -0.69 0.35 -0.84 0.1296
N 0.23 -0.50 -0.97 -0.3653
C 0.82 -0.96 -2.21 -0.4345
C -0.27 -1.17 0.84 0.7481
N 0.87 -0.93 1.58 -0.8746
O -0.84 -2.24 0.85 -0.6476
H 0.55 2.26 0.30 0.1423
H -0.02 3.13 1.83 0.1789
H -2.23 -0.06 0.61 0.2301
H -1.15 0.90 -1.67 0.1762
H 0.66 -2.04 -2.29 0.2279
H 1.89 -0.77 -2.16 0.2158
H 0.40 -0.44 -3.08 0.1830
H 1.14 0.03 1.75 0.3834
H 1.01 -1.59 2.34 0.3988
```

Output
Spin multiplicity   1
ΔE to the lowest compared entry with this formula, charge and spin   73.2 kcal/mol
Structure (SMILES)   C=N[C@@H](/C=N/C)C(N)=O
Frontier orbital gap   9.56 eV
Charge   0
LUMO energy   0.836 eV


(12)
C5H9N3O | ωB97M-V/def2-TZVPD

```
18
Properties=species:S:1:pos:R:3:nbo_charge:R:1
C 0.67 0.10 -0.26 0.3553
C -0.27 -1.09 0.15 -0.2713
C -1.29 -0.55 1.20 -0.4121
C -1.71 0.18 -0.15 -0.0714
C -1.52 -1.18 -0.81 -0.3769
H 3.55 -0.13 0.25 0.3775
H 2.42 -1.74 0.47 0.3513
H 0.43 -1.91 0.19 0.1925
H -0.70 0.24 1.63 0.2293
H -1.99 -1.07 1.65 0.2203
H -2.54 0.80 -0.35 0.2164
H -1.91 -2.21 -0.21 0.2085
H -1.42 -1.34 -1.81 0.2042
H 0.52 2.46 -0.32 0.4820
N 2.80 -0.67 -0.01 -0.6586
N 1.87 0.37 -0.04 -0.3150
N -0.48 0.93 -0.56 -0.1678
O -0.37 1.97 0.25 -0.5639
```

Output
Spin multiplicity   1
ΔE to the lowest compared entry with this formula, charge and spin   215.7 kcal/mol
Frontier orbital gap   9.07 eV
Charge   0
LUMO energy   0.930 eV


no.,E (eV)
1,-19134.0330
2,-29974.2790
3,-9798.2396
4,-9795.2799
5,-9799.2111
6,-9796.3519
7,-9797.5124
8,-9798.8569
9,-9797.5042
10,-9793.4089
11,-11846.2352
12,-11840.0542